[1]
Here is C20H17B2F9FeN6O9 as an isolated structure from the OMol25 dataset. Energies are from ωB97M-V/def2-TZVPD.

**Highest occupied orbital energy (alpha / beta)**: -12.609 / -12.562 eV
**Molar mass**: 733.840 g/mol
**Orbital gap (alpha / beta)**: 8.96 / 7.49 eV
**Energy relative to the best compared isomer or geometry (same formula, charge and spin)**: 0.0 kJ/mol
**Spin multiplicity**: 6
**DFT total energy**: -3990.224478 Ha
**Total charge**: +1

Last column: Löwdin spin population.
Geometry (Å):
1 Fe 0.724 -0.734 0.621  4.290
2 C 1.329 3.432 -1.095  0.003
3 C 0.745 2.125 -0.673  0.006
4 N 1.365 1.269 0.051  0.073
5 O 2.612 1.593 0.412  0.012
6 B 3.411 0.399 0.877  0.003
7 F 2.867 -0.725 0.138  0.050
8 F 4.714 0.624 0.669  0.001
9 O 3.148 0.094 2.301  0.010
10 N 1.864 -0.291 2.401  0.068
11 C 1.410 -0.596 3.557  0.016
12 C 2.216 -0.553 4.805  0.004
13 C -0.043 -0.924 3.545  0.010
14 N -0.527 -1.045 2.371  0.083
15 O -1.867 -1.146 2.243  0.015
16 B -2.261 -0.809 0.862  0.002
17 F -3.498 -0.287 0.808  0.002
18 F -2.005 -1.840 -0.017  0.002
19 O -1.176 0.307 0.491  0.074
20 N -1.465 0.913 -0.672  0.000
21 C -0.593 1.696 -1.109  0.010
22 C -1.345 1.039 -3.417  0.001
23 C -0.832 -0.994 4.804  0.003
24 H 2.121 3.710 -0.406  0.000
25 H 0.571 4.214 -1.104  0.000
26 H 1.764 3.348 -2.093  0.000
27 H 3.268 -0.696 4.573  0.000
28 H 1.877 -1.310 5.510  0.001
29 H 2.111 0.423 5.284  0.001
30 H -0.650 0.227 -3.222  0.000
31 H -1.219 1.481 -4.399  0.000
32 H -2.370 0.776 -3.181  0.000
33 H -0.616 -1.928 5.329  0.000
34 H -1.895 -0.954 4.587  0.000
35 H -0.557 -0.176 5.469  0.000
36 C 1.263 -4.102 2.501  0.001
37 C 0.963 -3.952 1.055  0.013
38 N 0.840 -2.816 0.387  0.076
39 C 0.542 -3.144 -0.917  0.005
40 C 0.483 -4.494 -1.041  0.002
41 N 0.757 -4.979 0.213  0.005
42 C 0.204 -5.453 -2.147  0.000
43 O -0.073 -4.939 -3.327  0.001
44 O 0.242 -6.631 -1.911  0.001
45 C 0.321 -2.040 -1.871  0.011
46 O 0.006 -2.230 -3.037  0.015
47 O 0.496 -0.875 -1.334  0.127
48 H 1.996 -3.358 2.808  0.000
49 H 1.669 -5.090 2.708  0.000
50 H 0.355 -3.972 3.091  0.000
51 H 0.790 -5.969 0.417  0.001
52 H -0.069 -3.948 -3.320  0.000
53 F -3.301 7.027 -3.302  0.000
54 C -2.748 5.852 -3.094  0.000
55 C -3.397 4.917 -2.301  0.000
56 F -4.566 5.203 -1.761  0.000
57 C -2.822 3.674 -2.083  0.000
58 F -3.458 2.774 -1.356  0.000
59 C -1.584 3.398 -2.642  0.000
60 O -0.941 2.148 -2.461  0.001
61 C -0.943 4.321 -3.455  0.000
62 F 0.217 4.013 -4.018  0.000
63 C -1.522 5.556 -3.679  0.000
64 F -0.916 6.447 -4.441  0.000

---

[2]
Here is C20H17BrN2O11Sr as an isolated structure from the OMol25 dataset. Energies are from ωB97M-V/def2-TZVPD.

**Highest occupied orbital energy (alpha / beta)**: -3.052 / -3.052 eV
**Molar mass**: 628.883 g/mol
**Orbital gap (alpha / beta)**: 6.85 / 6.83 eV
**Energy relative to the best compared isomer or geometry (same formula, charge and spin)**: 13.2 kJ/mol
**DFT total energy**: -4314.413131 Ha
**Total charge**: -2

Last column: Mulliken charge in e.
Geometry (Å):
1 Sr 0.500 -0.138 -0.320  2.037
2 O -0.553 2.438 3.329  -0.819
3 C -0.474 1.479 2.553  -0.214
4 O -0.244 1.519 1.306  -0.589
5 C -0.789 0.081 3.135  0.030
6 C -1.851 -0.630 2.278  -0.025
7 C -2.534 -1.733 3.094  -0.985
8 C -1.426 -2.819 3.119  -1.037
9 C -0.310 -2.128 2.327  0.164
10 O -1.075 -1.401 1.341  -0.320
11 C 0.334 -1.027 3.185  0.174
12 C 1.787 -0.703 2.749  -0.114
13 O 2.624 -0.608 3.651  -0.813
14 O 2.022 -0.647 1.499  -0.712
15 H -1.166 0.249 4.144  0.434
16 H -2.512 0.035 1.728  0.557
17 H -3.429 -2.097 2.586  0.337
18 H -2.817 -1.383 4.087  0.388
19 H -1.753 -3.724 2.606  0.312
20 H -1.106 -3.085 4.127  0.417
21 H 0.385 -2.785 1.811  0.470
22 H 0.425 -1.369 4.216  0.351
23 Br -0.706 6.572 -6.139  -0.278
24 C -1.110 5.079 -5.003  0.185
25 C -2.438 4.726 -4.827  -0.335
26 C -2.724 3.640 -4.010  -0.550
27 C -1.707 2.938 -3.376  -0.387
28 C -0.384 3.316 -3.566  0.216
29 C -0.079 4.394 -4.394  -0.474
30 C 0.754 2.556 -2.891  0.076
31 O 1.909 2.792 -3.279  -0.747
32 O 0.400 1.734 -2.001  -0.533
33 H -3.225 5.282 -5.319  0.366
34 H -3.755 3.338 -3.869  0.391
35 H -1.918 2.078 -2.758  0.394
36 H 0.961 4.651 -4.532  0.520
37 O 2.396 -0.551 -2.347  0.013
38 O 3.002 0.348 -1.850  0.017
39 C -3.441 -1.982 -4.835  -0.943
40 N -2.464 -2.311 -3.821  0.190
41 C -1.966 -3.572 -3.681  0.302
42 C -1.076 -3.876 -2.725  -1.232
43 C -0.624 -2.800 -1.844  0.489
44 O 0.227 -3.015 -0.954  -0.657
45 N -1.123 -1.550 -2.021  0.321
46 C -2.070 -1.272 -2.939  -0.198
47 O -2.629 -0.188 -3.080  -0.700
48 H -3.656 -2.877 -5.418  0.298
49 H -3.062 -1.198 -5.492  0.277
50 H -4.359 -1.609 -4.380  0.271
51 H -2.341 -4.300 -4.392  0.248
52 H -0.675 -4.869 -2.601  0.420

---

[3]
Here is C20H17Cl2NO2 as an isolated structure at a distorted geometry from the OMol25 dataset. Energies are from ωB97M-V/def2-TZVPD.

**Highest occupied orbital energy**: -8.286 eV
**Molar mass**: 374.267 g/mol
**Orbital gap**: 8.46 eV
**DFT total energy**: -1897.371025 Ha

Last column: Mulliken charge in e.
Geometry (Å):
1 O -1.683 1.486 1.126  -0.522
2 C -1.455 1.127 0.083  0.247
3 C -0.578 -0.048 -0.238  -0.306
4 C -0.206 -0.293 -1.503  0.556
5 O 0.539 -1.124 -1.666  -0.391
6 H 1.044 -1.552 -0.879  0.404
7 C -0.557 0.464 -2.742  -1.325
8 H -1.801 -0.121 -3.067  0.254
9 C -1.157 1.893 -2.551  -0.046
10 C 0.207 2.642 -2.331  -0.208
11 C 0.754 2.941 -1.364  1.611
12 C 1.873 3.769 -1.305  -1.319
13 C 2.561 4.170 -2.197  -0.005
14 C 2.108 3.530 -3.586  -0.837
15 C 0.781 2.987 -3.568  -1.020
16 H 0.620 2.652 -4.541  0.386
17 H 2.682 3.912 -4.329  0.468
18 H 3.669 4.595 -2.298  0.274
19 H 2.267 3.933 -0.211  0.164
20 H 0.367 2.797 -0.304  0.158
21 C -2.041 1.992 -1.291  -2.469
22 H -2.772 1.418 -1.627  0.763
23 H -2.142 2.875 -1.069  0.900
24 H -1.462 2.193 -3.423  1.034
25 H -0.331 0.213 -3.730  0.655
26 C 0.041 -0.626 0.896  -0.085
27 N 0.925 -1.408 0.847  -0.330
28 C 1.360 -2.324 1.795  -1.364
29 C 0.476 -2.823 2.653  0.653
30 C 0.118 -2.466 4.026  -0.749
31 C -1.050 -3.116 4.616  0.441
32 C -1.836 -3.986 4.094  0.297
33 C -1.439 -4.528 2.806  -0.614
34 C -0.404 -3.769 2.177  -0.154
35 H -0.172 -4.134 1.121  0.208
36 H -2.046 -5.441 2.258  0.243
37 Cl -3.179 -4.783 4.990  -0.191
38 Cl -1.066 -2.619 6.286  -0.204
39 H 0.631 -1.685 4.395  0.504
40 H 2.065 -1.530 2.343  0.381
41 H 2.288 -2.994 1.627  0.376
42 H 0.003 -0.217 1.683  1.161

---

[4]
Here is C20H17ClCoI2N2O as an isolated structure from the OMol25 dataset. Energies are from ωB97M-V/def2-TZVPD.

**Highest occupied orbital energy (alpha / beta)**: -7.571 / -7.572 eV
**Molar mass**: 649.563 g/mol
**Orbital gap (alpha / beta)**: 7.17 / 7.42 eV
**Energy relative to the best compared isomer or geometry (same formula, charge and spin)**: 9.1 kJ/mol
**Spin multiplicity**: 2
**DFT total energy**: -3395.421613 Ha

Last column: Löwdin spin population.
Geometry (Å):
1 Co 0.368 -0.762 -0.895  1.107
2 I 5.865 -1.576 3.658  -0.001
3 C 4.536 -1.671 2.057  -0.004
4 C 4.965 -1.336 0.782  0.001
5 C 4.081 -1.398 -0.284  -0.003
6 I 4.730 -0.884 -2.190  0.000
7 C 2.745 -1.794 -0.114  0.003
8 O 1.904 -1.855 -1.121  0.001
9 C 2.339 -2.136 1.200  -0.002
10 C 0.926 -2.595 1.408  0.001
11 N -0.031 -1.517 1.075  0.022
12 C -1.432 -1.926 1.116  0.003
13 C -2.276 -1.076 0.203  -0.004
14 C -3.630 -0.896 0.440  0.001
15 C -4.381 -0.172 -0.469  -0.005
16 C -3.763 0.336 -1.599  0.001
17 C -2.407 0.124 -1.759  -0.003
18 N -1.671 -0.550 -0.871  -0.003
19 C 3.223 -2.069 2.262  0.001
20 H 5.986 -1.024 0.612  0.000
21 H 0.794 -2.938 2.440  0.001
22 H 0.695 -3.427 0.738  0.000
23 H 0.109 -0.742 1.717  -0.002
24 H -1.855 -1.905 2.126  0.001
25 H -1.491 -2.963 0.773  0.000
26 H -4.080 -1.314 1.330  0.000
27 H -5.437 -0.011 -0.299  0.000
28 H -4.310 0.901 -2.340  0.000
29 H -1.876 0.508 -2.614  0.001
30 H 2.885 -2.340 3.255  0.000
31 Cl -3.230 5.120 -0.516  -0.005
32 C -1.929 3.975 -0.702  -0.018
33 C -1.478 3.651 -1.970  0.002
34 C -0.456 2.726 -2.109  -0.017
35 C 0.135 2.105 -1.002  -0.007
36 C 1.138 1.040 -1.154  -0.061
37 C -0.318 2.497 0.265  -0.017
38 C -1.345 3.411 0.422  0.003
39 H -1.925 4.119 -2.837  0.001
40 H -0.099 2.481 -3.103  -0.001
41 H 1.897 1.066 -0.366  -0.003
42 H 1.646 1.059 -2.121  0.006
43 H 0.141 2.062 1.147  -0.001
44 H -1.690 3.695 1.407  0.001

---

[5]
Here is one molecule with the formula C20H17F2N5O2 at a distorted geometry from the OMol25 dataset. Energies are from ωB97M-V/def2-TZVPD.

**Highest occupied orbital energy**: -8.344 eV
**Molar mass**: 397.385 g/mol
**Orbital gap**: 8.64 eV
**Energy relative to the best compared isomer or geometry (same formula, charge and spin)**: 0.0 kJ/mol
**SMILES**: Cn1cc(-c2ccc3nc4c(n3n2)[C@H](c2ccccc2OC(F)F)OCC4)cn1
**DFT total energy**: -1396.279189 Ha

Last column: Mulliken charge in e.
Geometry (Å):
1 F -2.896 1.265 -4.219  -0.276
2 F -3.865 -0.588 -3.462  -0.298
3 N 1.139 -2.929 3.491  -0.986
4 N 1.107 0.184 0.640  -1.148
5 N 1.961 2.256 -2.058  -0.973
6 O -1.934 0.134 -2.513  -0.435
7 O -2.148 2.701 -1.386  -0.484
8 C 0.873 -1.970 2.612  -0.223
9 C 2.160 -0.544 0.893  0.377
10 C 2.209 1.381 -1.120  0.431
11 C 3.395 -0.366 0.110  -0.694
12 C 3.416 0.626 -0.867  -0.626
13 C 2.086 -1.555 1.959  0.849
14 C 3.085 -2.301 2.468  -0.656
15 C 0.105 1.951 -0.792  -0.320
16 C 0.618 2.567 -1.909  0.951
17 C -2.867 -1.890 0.374  -0.529
18 C -2.799 -0.924 1.405  -0.801
19 C -2.510 -1.529 -0.903  -0.375
20 C -2.378 0.364 1.092  -0.384
21 C -2.128 -0.211 -1.211  0.439
22 C -1.967 0.704 -0.164  -0.209
23 N 1.121 1.135 -0.320  0.567
24 N 2.475 -3.158 3.381  0.625
25 C -3.163 0.538 -3.106  0.324
26 C -1.331 2.061 -0.422  0.504
27 C 3.205 -4.205 4.105  -0.822
28 C -1.522 3.843 -2.014  -0.650
29 C -0.261 3.427 -2.774  -0.522
30 H -0.115 -1.541 2.410  0.432
31 H 4.290 -1.007 0.236  0.167
32 H 4.334 0.850 -1.415  0.449
33 H 4.109 -2.368 2.152  0.295
34 H -3.075 -2.926 0.593  0.413
35 H -3.107 -1.139 2.404  0.465
36 H -2.507 -2.258 -1.734  0.414
37 H -2.362 1.090 1.843  0.429
38 H -3.709 1.086 -2.333  0.364
39 H -1.392 2.625 0.506  0.634
40 H 4.183 -4.363 3.673  0.286
41 H 3.313 -3.969 5.165  0.292
42 H 2.692 -5.143 3.992  0.313
43 H -1.321 4.666 -1.316  0.328
44 H -2.243 4.244 -2.740  0.373
45 H 0.230 4.327 -3.059  0.505
46 H -0.506 2.859 -3.668  0.187